No. 1
# C2H6N3

A cluster of 2 separate species, C2H6N3 in total at a distorted geometry (wB97M-V/def2-TZVPD, the Open Molecules 2025 dataset).

Each line ends with the Löwdin charge.
CARTESIAN COORDINATES (ANGSTROEM)
C (-0.2911, 0.4408, -1.2456)  -0.111
C (0.4098, -1.0758, 0.2803)  -0.100
N (-0.1193, 0.2518, 0.0667)  -0.040
N (-0.2318, 0.2552, -2.3850)  0.336
N (-0.3241, 0.9906, 1.8752)  0.300
H (1.3662, -1.0069, 0.8128)  0.095
H (-0.2794, -1.6446, 0.9589)  0.107
H (0.5053, -1.6735, -0.6882)  0.122
H (0.1715, 0.4470, -3.2847)  0.148
H (0.1085, 1.8803, 1.5882)  0.076
H (-1.3155, 1.1350, 2.0213)  0.067

LUMO (spin up / spin down) = -6.8 / -6.8 eV
E_tot = -6629.71913 eV
Energy relative to the best compared isomer or geometry (same formula, charge and spin) = 123.8 kcal/mol
M = 72.09 g mol⁻¹
Max |F| = 4.7 eV/Å
Net charge = +1
Orbital gap (spin up / spin down) = 8.508 / 8.509 eV

***

No. 2
# C2H6N3O

A cluster of 2 separate species, C2H6N3O in total at a distorted geometry (wB97M-V/def2-TZVPD, the Open Molecules 2025 dataset).

Each line ends with the Löwdin charge.
CARTESIAN COORDINATES (ANGSTROEM)
C (-0.0593, 1.1483, 0.8564)  0.012
C (0.8364, 0.2149, 0.0991)  -0.130
N (-1.4349, -2.6207, -2.1086)  0.196
N (-0.4453, -0.6861, -1.4957)  0.205
N (-1.1095, -1.5520, -1.7926)  -0.222
O (1.4683, -0.8195, 0.5563)  0.171
H (0.6091, 1.6592, 1.4866)  0.092
H (-0.8042, 0.6263, 1.5431)  0.136
H (-0.6071, 1.8670, 0.1919)  0.125
H (1.3655, 0.5961, -0.6977)  0.110
H (-2.2679, -3.1920, -2.0357)  0.133
H (2.3406, -1.0020, 0.1723)  0.173

LUMO = -5.2 eV
E_tot = -8678.03798 eV
Energy relative to the best compared isomer or geometry (same formula, charge and spin) = 119.4 kcal/mol
M = 88.09 g mol⁻¹
Max |F| = 3.5 eV/Å
Net charge = +1
Orbital gap = 9.339 eV

***

No. 3
# C2H6N3O

A cluster of 2 separate species, C2H6N3O in total at a distorted geometry (wB97M-V/def2-TZVPD, the Open Molecules 2025 dataset).

Each line ends with the Löwdin charge.
CARTESIAN COORDINATES (ANGSTROEM)
C (0.5947, 0.8836, -0.0236)  -0.180
C (-1.7517, -0.8390, 0.1378)  -0.032
N (1.5798, 0.1648, 0.1654)  0.096
N (0.0965, 2.0294, -0.0345)  0.226
N (1.7484, -1.1050, -0.1009)  0.094
O (-0.8287, -0.5576, -0.5875)  -0.012
H (-1.9479, -0.7382, 1.2236)  0.108
H (-2.6825, -1.5091, -0.2115)  0.145
H (-0.3723, 2.3707, 0.7825)  0.146
H (-0.1656, 2.4048, -0.9671)  0.180
H (1.0222, -1.7860, -0.2170)  0.115
H (2.7072, -1.3184, -0.1673)  0.114

LUMO = -4.3 eV
E_tot = -8678.65275 eV
Energy relative to the best compared isomer or geometry (same formula, charge and spin) = 105.3 kcal/mol
M = 88.09 g mol⁻¹
Max |F| = 5.1 eV/Å
Net charge = +1
Orbital gap = 9.811 eV

***

No. 4
# C2H6N3O2

A cluster of 2 separate species, C2H6N3O2 in total at a distorted geometry (wB97M-V/def2-TZVPD, the Open Molecules 2025 dataset).

Each line ends with the Löwdin charge.
CARTESIAN COORDINATES (ANGSTROEM)
C (-1.6813, -0.1797, -0.7885)  -0.134
C (-0.7638, -0.5397, 0.4316)  -0.319
N (2.5791, -0.4692, 0.2107)  -0.326
N (1.7382, 0.3979, -0.0186)  -0.053
N (-0.0394, 0.5590, 0.9749)  -0.182
O (-0.4530, 1.7190, 0.7002)  -0.170
O (3.8491, -0.2563, 0.3317)  -0.291
H (-2.6457, 0.1927, -0.3014)  0.062
H (-1.2104, 0.5424, -1.6323)  0.105
H (-1.9212, -1.1629, -1.3303)  0.059
H (-1.4375, -0.9681, 1.1963)  0.108
H (-0.0541, -1.2702, 0.2155)  0.056
H (2.0402, 1.4351, 0.0102)  0.085

LUMO = 4.0 eV
E_tot = -10731.91471 eV
Energy relative to the best compared isomer or geometry (same formula, charge and spin) = 169.2 kcal/mol
M = 104.09 g mol⁻¹
Max |F| = 3.3 eV/Å
Net charge = -1
Orbital gap = 7.379 eV

***

No. 5
# C2H6N3O2

A cluster of 2 separate species, C2H6N3O2 in total at a distorted geometry (wB97M-V/def2-TZVPD, the Open Molecules 2025 dataset).

Each line ends with the Löwdin charge.
CARTESIAN COORDINATES (ANGSTROEM)
N (0.8907, -0.3240, 0.6516)  0.104
C (0.9912, 0.9900, 0.2677)  -0.677
N (-0.0739, 1.4801, -0.4474)  0.097
N (1.9982, 1.7494, 0.5664)  0.010
H (1.7216, -0.7751, 1.0149)  0.077
H (0.0232, -0.9258, 0.4901)  0.037
H (-0.7226, 0.8170, -0.9100)  0.043
H (0.0364, 2.4274, -0.8344)  0.086
H (2.5424, 1.4298, 1.3405)  -0.027
O (-1.7197, -0.6608, -1.2714)  -0.139
C (-1.8308, -1.7211, -0.5785)  -0.547
O (-1.1950, -2.0365, 0.4898)  -0.157
H (-2.6617, -2.4504, -0.7792)  0.094

LUMO = 4.3 eV
E_tot = -10738.99495 eV
Energy relative to the best compared isomer or geometry (same formula, charge and spin) = 5.9 kcal/mol
M = 104.09 g mol⁻¹
Max |F| = 2.0 eV/Å
Net charge = -1
Orbital gap = 8.653 eV

***

No. 6
# C2H6N3O2

A cluster of 2 separate species, C2H6N3O2 in total at a distorted geometry (wB97M-V/def2-TZVPD, the Open Molecules 2025 dataset).

Each line ends with the Löwdin charge.
CARTESIAN COORDINATES (ANGSTROEM)
C (-2.8054, -0.0863, -0.3239)  -0.206
C (2.7858, 0.7567, 0.2773)  -0.026
N (1.4523, -0.9934, -0.8966)  -0.013
N (-1.3891, -0.0176, -0.6710)  -0.131
N (-0.5843, -0.5265, 0.1171)  -0.347
O (-0.8435, -1.0824, 1.2099)  -0.215
O (2.2537, -0.8103, 0.0067)  -0.306
H (-3.3693, 0.4781, -1.0677)  0.038
H (-2.9913, 0.3201, 0.6773)  0.045
H (-3.1388, -1.1302, -0.3211)  0.050
H (3.7653, 0.8418, -0.1775)  0.030
H (2.8139, 0.8511, 1.3540)  0.039
H (2.0506, 1.3989, -0.1846)  0.042

LUMO (spin up / spin down) = 4.1 / 4.1 eV
E_tot = -10730.35586 eV
Energy relative to the best compared isomer or geometry (same formula, charge and spin) = 205.1 kcal/mol
M = 104.09 g mol⁻¹
Max |F| = 2.7 eV/Å
Net charge = -1
Orbital gap (spin up / spin down) = 6.880 / 6.883 eV

***

- Among the records above, which one has the lowest max |F|?
  number 5